{
  "formula": "C8H10ClN3",
  "method": "ωB97M-V with the def2-TZVPD basis set",
  "elements": ["C", "C", "C", "C", "C", "C", "C", "C", "N", "N", "N", "Cl", "H", "H", "H", "H", "H", "H", "H", "H", "H", "H"],
  "xyz": [[-1.272, -2.153, 2.242], [-0.141, 0.349, 0.496], [1.108, 0.895, 0.335], [-0.829, 0.477, -0.692], [2.345, 0.810, 1.152], [-2.183, -0.089, -1.015], [0.172, 1.092, -2.972], [-0.278, -2.012, 3.154], [-2.251, -2.386, 1.611], [1.272, 1.103, -0.942], [0.099, 0.900, -1.564], [0.833, -3.271, 3.485], [2.743, -0.086, 1.428], [3.016, 1.432, 0.473], [2.071, 1.354, 2.052], [-3.051, 0.597, -1.047], [-2.275, -0.873, -1.869], [-2.233, -0.672, -0.003], [-0.761, 0.732, -3.444], [0.274, 2.252, -2.999], [1.192, 0.657, -3.347], [0.149, -1.106, 3.465]],
  "forces_ev_per_a": [[-3.5, -1.1, -1.7], [-1.4, 0.6, 0.5], [1.0, -2.5, 0.4], [-0.7, -1.0, -1.0], [-0.9, 4.9, -1.2], [-0.3, -2.0, 1.6], [1.0, 2.0, -0.7], [1.7, -0.7, 0.2], [2.4, 0.6, 1.3], [0.3, 1.0, -1.4], [1.1, -0.4, 1.1], [-0.4, -0.3, -0.1], [0.8, -2.7, 0.2], [-0.1, -0.9, 1.5], [0.7, 0.3, 0.4], [0.7, -0.1, -0.1], [0.5, 1.5, 1.4], [-1.0, 0.6, -2.1], [0.8, 0.2, -0.1], [-0.3, -1.9, -1.0], [-2.3, 0.6, 0.5], [-0.2, 1.3, 0.3]],
  "homo_energy_ev": [-9.1, -8.7],
  "relative_energy_kcal_mol": 133.8,
  "orbital_gap_ev": [7.4, 7.9],
  "max_force_ev_per_a": 5.1,
  "mol_weight_g_mol": 183.642,
  "charge": 0
}